Computed, not measured: a structure of composition C44H48BiFN12O4 in a non-equilibrium geometry, with wB97M-V/def2-TZVPD.

Calculated values
Total charge: +2
E_tot (Eh): -2977.531578
Relative energy (zero: lowest compared OMol25 entry of this formula, charge and spin) (kcal per mole): 10.63

Cartesian coordinates (Å):
Bi 14.448597 11.036391 10.626618
O 17.299987 10.087083 7.243696
C 16.465711 10.098458 8.184596
N 16.306092 11.043213 9.126990
C 16.809968 12.381947 8.787679
C 15.688623 13.424374 8.670831
C 15.836334 14.574448 7.837814
C 14.743314 15.395283 7.617601
C 13.534240 15.094752 8.267357
C 13.512015 14.027576 9.167270
N 14.552553 13.212512 9.364496
C 15.539096 8.894265 8.245372
C 15.713433 7.863264 7.276334
C 14.857495 6.778023 7.291396
C 13.811811 6.716416 8.225400
C 13.746229 7.746482 9.163347
N 14.611642 8.781960 9.195627
H 17.518534 12.697430 9.567850
H 17.353197 12.281102 7.840580
H 16.790750 14.702759 7.332285
H 14.867097 16.264489 6.983736
H 12.621871 15.659954 8.082255
H 12.636209 13.775632 9.757678
H 16.518856 7.971791 6.556218
H 15.023299 5.948878 6.605214
H 13.102923 5.886113 8.251168
H 12.946716 7.793191 9.898586
C 16.045994 15.718980 17.201036
C 15.817184 16.324107 15.812830
N 15.943557 15.372494 14.671378
C 14.772684 14.790921 14.236575
C 14.724667 13.835664 13.253260
C 13.320155 13.247635 12.923922
O 12.379877 13.510152 13.719136
O 13.140179 12.534433 11.895800
C 15.934557 13.278769 12.710002
O 16.006104 12.305520 11.889412
C 17.160911 13.877157 13.226131
C 18.426546 13.404639 12.838809
C 19.590443 13.976097 13.278480
F 20.790916 13.453742 12.864909
C 19.613576 15.097016 14.147421
C 18.353299 15.520339 14.601370
C 17.154326 14.917121 14.189555
N 20.783400 15.735628 14.524334
C 21.861317 15.844386 13.565285
C 22.797450 17.029902 13.750148
N 23.146094 17.218128 15.198780
C 21.959750 17.229117 16.141248
C 21.020690 16.043126 15.925274
H 15.793668 16.429117 17.974214
H 17.115021 15.484844 17.310986
H 15.455092 14.822935 17.358450
H 16.517725 17.146031 15.642737
H 14.816348 16.760629 15.765058
H 13.844893 15.105514 14.696758
H 18.433739 12.553856 12.161440
H 18.351105 16.363318 15.274298
H 21.420070 15.921894 12.549839
H 22.487626 14.927631 13.547555
H 22.376108 17.964230 13.352581
H 23.724130 16.815375 13.201261
H 23.726184 18.063455 15.318881
H 23.756405 16.430259 15.464362
H 21.440701 18.201647 16.012099
H 22.338279 17.187316 17.165245
H 20.069666 16.256698 16.433431
H 21.417133 15.155231 16.486540
C 10.331526 9.080872 14.427535
C 11.810736 9.435964 14.597027
C 12.634025 8.223128 15.058827
C 12.025282 10.657474 15.547388
N 12.224599 9.893689 13.303781
N 12.594037 8.932971 12.317507
H 9.918700 8.715724 15.355456
H 10.172318 8.316486 13.640367
H 9.772684 9.995363 14.149886
H 12.306354 7.945512 16.066306
H 13.692234 8.470765 15.131544
H 12.483072 7.314523 14.426431
H 11.503320 10.471932 16.503844
H 11.648371 11.597669 15.111216
H 13.110453 10.778774 15.748469
H 12.895630 10.653092 13.329085
H 11.703153 8.669777 11.886119
H 12.963845 8.083883 12.779581
N 16.509475 9.168121 16.760563
C 16.648033 9.066306 15.605965
C 16.825048 8.871474 14.226360
C 17.791071 8.002858 13.694386
C 17.889864 7.883993 12.305564
C 17.016809 8.622786 11.506118
N 16.045748 9.402984 12.039014
C 15.988104 9.568040 13.352215
H 18.462230 7.460439 14.348456
H 18.639401 7.232311 11.882200
H 17.069196 8.613029 10.421381
H 15.248346 10.251084 13.756357
N 7.828701 11.025727 6.359573
C 8.836371 11.012837 6.968829
C 10.051885 11.033921 7.679306
C 11.239928 10.873589 6.971874
C 12.425232 10.878415 7.721852
N 12.436482 11.009113 9.072778
C 11.273978 11.209955 9.733919
C 10.040582 11.197921 9.080807
H 11.231042 10.723967 5.896873
H 13.418471 10.812036 7.268674
H 11.341754 11.380224 10.807183
H 9.099002 11.345055 9.591761

Force components x, y, z for each atom (eV/Å):
Bi 0.794 -0.266 -0.535
O -1.389 0.501 1.643
C 1.259 -0.472 -1.573
N -1.358 0.673 0.195
C 0.092 -0.410 0.283
C -0.009 0.508 -0.372
C -0.118 -1.469 0.680
C -0.033 -0.243 0.564
C 0.255 -0.267 0.231
C -0.272 0.401 -0.300
N 1.005 -0.217 -0.792
C 0.217 -1.551 -0.564
C -0.094 0.926 0.678
C -0.121 -0.336 0.189
C 0.484 0.534 0.263
C -0.019 0.044 -0.273
N -0.348 0.265 -0.348
H -0.120 0.109 -0.207
H -0.060 0.327 0.138
H -0.234 0.148 0.059
H -0.272 -0.082 -0.096
H 0.319 -0.044 0.152
H -0.024 0.207 -0.126
H -0.174 -0.043 0.141
H -0.148 0.256 0.014
H 0.253 0.345 -0.016
H 0.214 -0.131 0.024
C 0.768 -0.205 -0.696
C 0.041 0.261 -0.015
N -1.699 -0.380 0.490
C 1.435 0.121 -0.279
C -0.615 -1.003 -0.392
C -1.929 1.171 2.271
O 2.143 -0.018 -1.036
O 0.659 -0.320 -0.820
C -0.341 -0.212 -0.049
O 0.253 0.983 0.713
C 0.709 0.398 0.629
C -0.101 -0.214 -0.454
C 0.444 -0.027 -0.136
F -0.800 0.245 0.257
C -1.747 -0.634 -0.263
C 1.008 -0.215 -0.152
C -0.255 0.043 -0.273
N 0.236 1.088 0.264
C 0.379 -1.003 -0.486
C -0.404 0.347 -0.506
N 0.435 -0.470 0.303
C -0.606 0.749 0.025
C 0.326 -0.892 0.246
H -0.140 0.308 0.108
H -0.323 -0.190 0.130
H -0.042 -0.145 -0.032
H -0.167 -0.047 -0.024
H 0.144 -0.161 -0.199
H 0.031 0.060 0.010
H 0.246 0.122 0.069
H -0.245 0.038 0.009
H 0.327 -0.005 0.580
H -0.220 0.307 0.074
H 0.057 -0.197 0.439
H -0.208 0.200 0.242
H -0.387 -0.287 0.011
H -0.166 0.221 -0.002
H 0.361 -0.590 -0.161
H 0.104 0.108 -0.193
H 0.368 0.151 -0.216
H -0.015 0.455 -0.501
C -0.278 0.358 -0.003
C -0.208 0.135 0.383
C -0.607 -0.373 0.410
C -0.147 -0.657 0.087
N 0.928 0.915 -1.371
N -0.414 -0.114 0.210
H -0.241 -0.294 0.285
H 0.151 0.336 0.423
H 0.287 -0.469 0.064
H 0.085 -0.050 -0.119
H 0.146 -0.035 -0.120
H 0.114 0.665 0.468
H 0.329 0.127 -0.368
H 0.070 -0.469 0.034
H -0.510 -0.057 -0.025
H -0.033 -0.229 0.039
H 0.451 -0.208 -0.026
H -0.116 0.553 -0.496
N 0.207 -0.024 -2.163
C -0.147 0.029 3.395
C 0.276 -0.172 -1.382
C -0.316 0.340 -0.353
C -0.310 0.383 0.427
C -0.479 0.105 0.754
N 0.843 0.028 -0.464
C 0.183 -0.600 -0.091
H -0.096 -0.013 -0.003
H -0.012 0.056 -0.164
H -0.004 -0.137 0.188
H -0.092 -0.022 -0.087
N 2.901 -0.083 1.772
C -3.973 0.147 -2.327
C 0.662 -0.138 1.037
C 0.881 -0.045 0.815
C -0.248 0.108 0.570
N -0.891 0.421 -0.767
C -0.214 -0.356 -0.524
C 0.794 0.104 -0.753
H 0.107 0.122 0.190
H -0.406 -0.162 -0.037
H 0.034 -0.088 -0.073
H 0.131 -0.014 0.125